Here is a structure of composition C25H25BCl2O4 in a non-equilibrium geometry from the OMol25 dataset. Energies are from ωB97M-V/def2-TZVPD.

Output
HOMO energy = -6.489 eV
Energy = -60233.9654 eV
Multiplicity = 1

Geometry (Å):
C1 -3.03 4.15 0.56
C2 -2.33 2.90 0.21
C3 -2.59 2.40 -1.11
C4 -2.24 1.11 -1.60
C5 -1.96 -0.16 -1.15
B1 -6.00 0.64 2.22
O1 -6.69 -0.51 2.51
C6 -5.80 -1.47 1.89
C7 -4.61 -0.67 1.08
C8 -3.90 -1.80 0.34
C9 -3.86 0.13 2.20
O2 -4.82 0.92 2.93
C10 -5.26 0.42 0.20
O3 -6.18 1.22 0.98
O4 -1.56 2.27 0.96
H1 -3.34 4.82 -0.21
H2 -3.92 3.86 1.12
H3 -2.49 4.70 1.32
H4 -2.72 3.12 -1.90
H5 -1.98 1.25 -2.66
H6 -5.39 -2.16 2.64
H7 -6.43 -2.06 1.21
H8 -0.92 -0.22 -1.60
H9 -4.07 -2.69 0.99
H10 -4.48 -1.95 -0.59
H11 -3.32 -0.49 2.92
H12 -3.15 0.88 1.80
H13 -4.50 1.13 -0.18
H14 -5.84 0.04 -0.63
Cl1 -1.12 -7.81 0.64
C11 -1.56 -6.15 0.49
C12 -1.55 -5.29 1.60
C13 -1.84 -3.92 1.43
C14 -2.07 -3.37 0.16
C15 -2.37 -1.84 -0.02
C16 -1.92 -1.52 -1.42
C17 -0.45 -2.06 -1.44
C18 0.24 -2.83 -2.41
C19 1.55 -3.39 -2.18
C20 2.27 -4.07 -3.16
C21 1.72 -4.22 -4.45
Cl2 2.62 -4.99 -5.70
C22 0.41 -3.75 -4.71
C23 -0.29 -3.08 -3.72
C24 -2.24 -4.27 -0.90
C25 -1.90 -5.62 -0.76
H15 -1.32 -5.71 2.58
H16 -1.82 -3.29 2.33
H17 -1.80 -1.33 0.80
H18 -2.51 -1.97 -2.23
H19 0.11 -1.86 -0.52
H20 2.00 -3.30 -1.19
H21 3.26 -4.50 -2.96
H22 -0.02 -3.95 -5.70
H23 -1.31 -2.73 -3.93
H24 -2.61 -3.94 -1.88
H25 -1.92 -6.29 -1.62